w:
Molecular formula: C4H6OS
Method: DFT, the ωB97M-V functional and the def2-TZVPD basis

E_HOMO   -8.84 eV
E_LUMO   0.80 eV
Frontier orbital gap   0.35428 Eh

Each line ends with the natural charge from an NBO analysis.
Atoms and positions in Å:
H: 1.426 1.075 1.689  0.239
H: 0.130 2.069 1.005  0.231
H: -1.676 0.766 -1.095  0.214
C: 0.354 0.150 0.114  0.088
C: 0.908 1.347 0.770  -0.680
S: -0.647 -1.570 -1.302  1.244
H: 1.706 -1.548 -0.148  0.221
C: -1.313 -0.031 -0.468  -0.606
C: 0.763 -1.048 -0.265  -0.462
H: 1.624 1.819 0.098  0.237
O: -1.331 -2.744 -0.768  -0.960
H: -1.944 -0.286 0.368  0.234

---

x:
Molecular formula: C4H6OS
Method: DFT, the ωB97M-V functional and the def2-TZVPD basis

E_HOMO   -9.25 eV
SMILES   C=CC(=S)CO
E_LUMO   -0.95 eV
Frontier orbital gap   0.30520 Eh

Each line ends with the natural charge from an NBO analysis.
Atoms and positions in Å:
H: -0.251 1.353 -0.784  0.189
H: 1.016 -2.073 0.060  0.221
O: -2.163 1.174 -0.078  -0.712
H: 1.665 0.922 -0.147  0.195
S: -1.661 -1.758 -0.038  0.055
C: -0.815 0.883 0.039  -0.122
C: -0.511 -0.636 -0.027  -0.130
H: -0.356 1.306 0.958  0.185
C: 1.934 -0.122 -0.071  -0.308
H: 2.948 -0.480 -0.074  0.217
C: 0.888 -0.978 0.035  -0.275
H: -2.695 0.409 0.126  0.483

---

The relative energies come out as w 27.8; x 0.0, with values in kcal/mol.

---

w:
Molecular formula: C5H10O2
Method: DFT, the ωB97M-V functional and the def2-TZVPD basis

E_HOMO (alpha / beta)   -14.87 / -14.87 eV
Spin multiplicity   2
Net charge   +1
E_LUMO (alpha / beta)   -4.86 / -8.21 eV
Frontier orbital gap (alpha / beta)   0.36758 / 0.24493 Eh

Each line ends with the Mulliken spin population.
Atoms and positions in Å:
H: -2.781 -1.448 -0.730  0.011
H: 0.412 0.222 2.694  0.000
O: 0.469 1.097 3.019  0.000
H: -2.442 -0.276 0.679  0.079
C: 0.317 -0.521 -0.294  0.281
H: 2.168 1.794 -2.107  0.004
H: -1.676 -1.750 0.850  0.015
H: 2.515 -0.018 -0.826  0.004
H: 0.499 1.581 -2.290  0.014
C: -2.037 -1.029 -0.101  0.003
C: -0.910 -0.400 -0.832  0.278
O: 0.565 -1.272 0.891  0.099
H: 0.057 1.720 2.319  0.000
C: 1.402 0.205 -1.005  0.047
H: 1.443 -1.246 1.240  -0.005
H: -1.296 0.203 -1.663  0.005
C: 1.292 1.139 -1.843  0.165

---

x:
Molecular formula: C5H10O2
Method: DFT, the ωB97M-V functional and the def2-TZVPD basis

E_HOMO (alpha / beta)   -14.57 / -14.57 eV
Spin multiplicity   2
Net charge   +1
E_LUMO (alpha / beta)   -5.56 / -7.73 eV
Frontier orbital gap (alpha / beta)   0.33086 / 0.25139 Eh

Each line ends with the Mulliken spin population.
Atoms and positions in Å:
H: -2.089 -0.078 3.305  0.008
H: 0.381 -0.958 -2.217  0.059
C: -0.012 -1.473 -1.324  0.025
O: 0.218 1.493 -0.217  0.051
H: -0.975 1.762 1.871  0.010
H: -1.972 -0.979 -0.419  0.021
C: -1.202 0.760 1.504  -0.007
O: 2.937 1.251 -1.939  0.001
H: 2.272 1.038 -1.277  0.000
C: -0.955 -0.600 -0.575  0.389
H: 3.820 1.105 -1.584  0.000
H: -0.199 -2.523 -1.546  0.004
C: -1.636 -0.207 2.340  0.146
H: 0.936 -1.550 -0.708  0.026
C: -0.552 0.444 0.204  0.255
H: 0.792 1.797 0.505  0.006
H: -1.764 -1.284 2.076  0.006

---

The relative energies come out as w 21.6; x 0.0, with values in kcal/mol.

---

w:
Molecular formula: C3H2O3
Method: DFT, the ωB97M-V functional and the def2-TZVPD basis

E_HOMO   -9.97 eV
SMILES   O=CC(=O)C=O
E_LUMO   -0.46 eV
Frontier orbital gap   0.34956 Eh

Each line ends with the natural charge from an NBO analysis.
Atoms and positions in Å:
C: 0.030 0.210 -0.209  0.373
O: 0.236 0.980 -1.123  -0.452
O: -2.294 0.501 0.196  -0.451
H: 0.915 -1.614 -1.116  0.141
H: -1.011 1.018 1.666  0.144
C: 1.119 -0.884 -0.305  0.361
C: -1.191 0.561 0.673  0.353
O: 2.196 -0.772 0.218  -0.470

---

x:
Molecular formula: C3H2O3
Method: DFT, the ωB97M-V functional and the def2-TZVPD basis

E_HOMO   -10.63 eV
E_LUMO   0.05 eV
Frontier orbital gap   0.39262 Eh

Each line ends with the natural charge from an NBO analysis.
Atoms and positions in Å:
H: -1.317 -1.061 -0.811  0.112
C: 2.065 0.334 -0.272  0.483
O: 0.961 1.156 0.062  -0.499
O: -2.129 0.607 -0.106  -0.446
H: 0.214 -0.122 1.342  0.187
O: 1.210 -0.767 -0.226  -0.514
C: 0.229 -0.009 0.267  0.262
C: -1.232 -0.139 -0.255  0.415

---

y:
Molecular formula: C3H2O3
Method: DFT, the ωB97M-V functional and the def2-TZVPD basis

E_HOMO   -9.19 eV
SMILES   O=C[C@H]1OC1=O
E_LUMO   0.07 eV
Frontier orbital gap   0.34038 Eh

Each line ends with the natural charge from an NBO analysis.
Atoms and positions in Å:
O: -1.155 -0.798 0.099  -0.418
O: -0.365 -1.027 -2.086  -0.434
H: 1.134 1.552 0.972  0.166
C: 0.147 -0.377 0.739  -0.262
H: 0.392 -0.978 1.606  0.229
C: -0.554 -0.685 -0.996  1.036
C: 0.443 0.942 0.368  0.290
O: -0.042 1.371 -0.702  -0.608

---

z:
Molecular formula: C3H2O3
Method: DFT, the ωB97M-V functional and the def2-TZVPD basis

E_HOMO   -8.80 eV
E_LUMO   -0.02 eV
Frontier orbital gap   0.32279 Eh

Each line ends with the natural charge from an NBO analysis.
Atoms and positions in Å:
O: 1.731 -0.862 1.541  -0.431
H: -0.506 0.604 1.117  0.423
C: 0.781 -0.350 1.209  0.494
C: -0.629 0.604 -0.742  -0.143
C: -0.120 -0.626 -0.902  0.580
O: -1.178 0.979 0.438  -0.692
O: 0.182 -1.712 -1.229  -0.449
H: -0.262 1.364 -1.432  0.218

---

The relative energies come out as w 0.0; x 40.5; y 25.0; z 10.8, with values in kcal/mol.

---

w:
Molecular formula: C5H16O3
Method: DFT, the ωB97M-V functional and the def2-TZVPD basis

E_HOMO (alpha / beta)   -13.75 / -13.75 eV
Spin multiplicity   2
Net charge   +1
E_LUMO (alpha / beta)   -3.74 / -10.16 eV
Frontier orbital gap (alpha / beta)   0.36791 / 0.13214 Eh

Each line ends with the Mulliken spin population.
Atoms and positions in Å:
H: -1.554 0.566 1.012  0.010
H: -4.400 0.567 -1.998  0.011
C: -1.469 0.105 -0.038  0.139
H: -1.772 -0.939 0.041  -0.004
H: -3.071 -0.452 -2.570  0.001
H: 1.745 -1.066 2.880  0.000
H: -4.121 1.902 -0.126  0.000
H: 0.045 -0.327 -1.574  0.110
C: -3.052 2.131 -0.240  0.038
H: -3.156 3.009 -0.891  0.003
O: 0.868 -0.095 0.348  0.503
H: 6.887 -0.944 -0.890  0.000
H: -2.501 2.415 0.652  0.002
H: 2.743 -1.233 3.970  0.000
C: -2.413 0.939 -0.975  0.040
H: 0.222 1.244 -0.978  0.010
H: -1.717 1.395 -1.753  0.009
H: 5.466 -1.194 -1.403  0.000
O: 1.801 -1.362 3.799  0.000
H: 0.652 -1.016 0.648  -0.017
O: 6.216 -1.628 -0.986  0.000
C: -0.058 0.257 -0.590  0.122
C: -3.451 0.119 -1.699  0.020
H: -3.860 -0.614 -1.008  0.001

---

x:
Molecular formula: C5H16O3
Method: DFT, the ωB97M-V functional and the def2-TZVPD basis

E_HOMO (alpha / beta)   -13.07 / -13.06 eV
Spin multiplicity   2
Net charge   +1
E_LUMO (alpha / beta)   -3.31 / -10.11 eV
Frontier orbital gap (alpha / beta)   0.35857 / 0.10848 Eh

Each line ends with the Mulliken spin population.
Atoms and positions in Å:
H: -2.726 -1.861 0.059  -0.013
H: 3.391 -0.230 1.816  0.000
H: 2.954 0.485 -0.296  0.000
H: -0.822 -1.352 0.512  -0.011
H: -1.941 -1.067 -2.086  -0.001
H: -1.008 -1.979 2.168  0.053
H: 1.163 2.173 -0.582  0.000
H: 4.582 1.940 1.132  0.000
C: -1.477 -1.387 1.382  0.049
C: 1.202 1.493 0.270  0.001
H: -4.083 -0.585 -2.820  0.005
H: 0.721 2.010 1.100  0.000
H: 3.499 3.069 0.311  0.000
O: -2.721 -1.536 -1.781  0.028
O: -2.750 -1.967 1.013  0.789
H: 3.220 2.696 1.920  0.000
H: -3.082 -1.650 -3.712  0.002
H: -4.265 -2.427 -2.695  0.000
H: -1.562 -0.378 1.785  0.095
H: 0.588 0.633 0.002  -0.001
C: -3.604 -1.563 -2.759  0.003
O: 2.541 0.198 1.692  0.001
C: 3.538 2.220 0.993  0.000
C: 2.642 1.062 0.575  0.000

---

y:
Molecular formula: C5H16O3
Method: DFT, the ωB97M-V functional and the def2-TZVPD basis

E_HOMO (alpha / beta)   -13.85 / -13.85 eV
Spin multiplicity   2
Net charge   +1
E_LUMO (alpha / beta)   -3.50 / -9.61 eV
Frontier orbital gap (alpha / beta)   0.38028 / 0.15593 Eh

Each line ends with the Mulliken spin population.
Atoms and positions in Å:
O: 2.893 -3.944 2.802  0.000
H: 0.560 1.943 -0.027  0.049
C: -2.473 1.011 -0.907  0.077
H: 5.106 -0.357 -1.262  0.000
H: -4.708 0.661 -0.702  0.013
H: -4.128 2.308 -0.250  -0.001
H: 1.979 -3.905 3.112  0.000
C: -0.006 1.003 -0.139  0.181
H: -1.740 0.876 1.145  0.002
C: -3.919 1.240 -0.234  0.131
H: -3.850 0.969 0.813  -0.002
H: -3.076 -1.011 -1.858  0.004
H: 0.458 -0.750 0.365  -0.010
O: 5.508 0.462 -1.571  0.000
O: 0.512 0.138 0.776  0.364
C: -1.554 1.398 0.202  0.180
H: -1.587 2.434 0.514  0.002
H: -2.472 1.645 -1.793  -0.009
H: 0.184 0.640 -1.153  -0.011
H: 4.761 1.023 -1.805  0.000
C: -2.390 -0.446 -1.224  0.022
H: -2.401 -1.175 -0.388  -0.002
H: 3.176 -3.024 2.816  0.000
H: -1.470 -0.758 -1.753  0.010

---

The relative energies come out as w 7.6; x 12.3; y 0.0, with values in kcal/mol.

---

w:
Molecular formula: C4H10N4
Method: DFT, the ωB97M-V functional and the def2-TZVPD basis

E_HOMO   -13.54 eV
Net charge   +2
E_LUMO   -9.05 eV
Frontier orbital gap   0.16519 Eh

Each line ends with the natural charge from an NBO analysis.
Atoms and positions in Å:
H: 12.017 1.239 1.026  0.348
N: 11.493 3.424 0.887  -0.404
H: -12.732 -1.265 1.091  0.209
N: 11.651 -1.050 -0.065  -0.433
H: -10.752 0.775 0.095  0.290
H: 9.928 -1.868 -0.934  0.219
N: 12.431 -1.746 0.543  0.255
N: 13.181 -2.075 1.288  -0.017
H: -12.647 -0.575 -0.599  0.230
H: -10.582 -0.388 1.581  0.350
C: -12.315 -0.629 0.407  0.338
H: -11.636 0.971 1.581  0.392
H: 10.523 -0.250 -1.588  0.209
C: -11.250 0.195 0.859  -0.810
H: 11.452 -1.795 -2.014  0.219
H: 10.913 4.221 0.519  0.524
C: 10.828 -1.271 -1.199  -0.431
C: 11.614 2.290 0.860  0.512

---

x:
Molecular formula: C4H10N4
Method: DFT, the ωB97M-V functional and the def2-TZVPD basis

E_HOMO   -20.16 eV
SMILES   CN(C)/N=C\[NH+]=C=[NH2+]
Net charge   +2
E_LUMO   -10.67 eV
Frontier orbital gap   0.34866 Eh

Each line ends with the natural charge from an NBO analysis.
Atoms and positions in Å:
C: 0.710 -1.875 -0.008  0.302
H: 1.039 -2.883 -0.144  0.276
C: -1.377 0.191 -1.271  -0.433
N: -0.488 -1.540 -0.019  -0.163
H: -0.493 0.334 2.007  0.246
H: -1.824 1.234 -1.320  0.269
N: -0.682 -0.163 -0.001  -0.064
H: 2.681 -1.359 -0.269  0.511
H: 0.862 2.192 0.232  0.489
H: -0.682 0.033 -2.060  0.243
H: -1.436 1.347 0.829  0.229
H: -2.246 -0.399 -1.208  0.272
C: -1.278 0.344 1.190  -0.453
C: 1.377 0.322 -0.079  0.764
H: 2.577 1.746 0.491  0.486
N: 1.654 1.499 0.098  -0.689
N: 1.741 -0.919 -0.137  -0.598
H: -2.136 -0.106 1.670  0.314

---

y:
Molecular formula: C4H10N4
Method: DFT, the ωB97M-V functional and the def2-TZVPD basis

E_HOMO   -16.67 eV
Net charge   +2
E_LUMO   -7.88 eV
Frontier orbital gap   0.32292 Eh

Each line ends with the natural charge from an NBO analysis.
Atoms and positions in Å:
N: 1.850 0.802 0.889  -0.574
C: 0.264 -0.584 0.106  -0.243
H: -3.225 0.484 -1.829  0.493
N: -2.769 -0.521 0.996  -0.465
H: -0.522 -0.972 -0.465  0.218
H: 1.661 -2.027 0.013  0.463
N: -3.060 0.943 -0.893  -0.775
C: 2.526 0.018 -0.164  -0.044
H: 2.765 0.496 -1.188  0.236
N: 1.559 -1.091 -0.476  -0.540
C: 0.520 0.555 0.780  0.063
H: 1.984 1.702 1.242  0.445
H: -0.261 1.202 1.344  0.261
H: -2.710 1.844 -0.686  0.476
H: -2.643 -1.361 1.496  0.496
C: -2.945 0.100 0.029  0.774
H: 1.610 -1.310 -1.517  0.464
H: 3.396 -0.279 0.324  0.253

---

The relative energies come out as w 71.8; x 47.7; y 0.0, with values in kcal/mol.

---

w:
Molecular formula: C12H13NOS
Method: DFT, the ωB97M-V functional and the def2-TZVPD basis

E_HOMO   -9.15 eV
SMILES   C/N=C(\c1ccccc1)[C@@]1(C)CSC1=O
E_LUMO   0.68 eV
Frontier orbital gap   0.36111 Eh

Each line ends with the natural charge from an NBO analysis.
Atoms and positions in Å:
C: 0.654 -0.217 -0.249  -0.127
H: -2.808 1.954 -0.089  0.238
C: -0.522 0.696 -0.256  0.323
S: -4.142 -0.082 -0.233  0.153
H: 1.450 2.628 -0.992  0.209
C: 0.892 -1.284 -1.042  -0.201
H: 0.129 -1.822 -1.699  0.242
C: -2.518 -0.896 -0.224  0.493
N: -0.580 1.764 -0.860  -0.404
H: 3.710 -0.085 1.306  0.219
H: 2.180 -2.847 -1.475  0.214
H: 3.847 -2.219 0.198  0.210
C: 2.004 -2.010 -0.855  -0.203
C: 2.847 -0.436 0.784  -0.225
C: -1.263 -0.491 1.831  -0.605
C: 3.000 -1.579 0.027  -0.191
H: -0.995 -1.615 1.798  0.241
H: 1.002 1.412 -2.159  0.200
C: 0.590 2.230 -1.564  -0.454
C: -1.724 0.174 0.517  -0.203
H: 1.647 1.269 1.021  0.213
H: 0.277 3.081 -2.255  0.206
C: -3.023 1.133 0.492  -0.487
H: -3.541 1.349 1.376  0.217
C: 1.714 0.289 0.567  -0.186
O: -2.376 -1.977 -0.703  -0.536
H: -2.068 -0.488 2.469  0.219
H: -0.381 0.070 2.268  0.226

---

x:
Molecular formula: C12H13NOS
Method: DFT, the ωB97M-V functional and the def2-TZVPD basis

E_HOMO   -9.08 eV
SMILES   C#C[C@H](c1ccccc1)[C@@](C)(S)C(N)=O
E_LUMO   0.56 eV
Frontier orbital gap   0.35420 Eh

Each line ends with the natural charge from an NBO analysis.
Atoms and positions in Å:
H: -1.329 1.908 0.832  0.227
C: -2.933 -1.093 -0.806  -0.210
C: -3.069 0.729 0.733  -0.183
H: 0.063 -2.435 0.017  0.124
H: 2.114 -0.326 2.357  0.238
H: -3.681 -1.788 -1.293  0.219
H: -3.583 1.450 1.408  0.218
H: -1.019 -1.546 -1.783  0.227
H: 0.882 -0.045 -1.633  0.241
C: -1.653 -0.869 -1.104  -0.220
C: -1.014 0.182 -0.379  -0.019
H: -4.694 -0.679 0.316  0.218
C: 0.877 2.921 -0.550  -0.212
C: 1.443 -0.462 0.445  -0.143
N: 3.291 -1.064 -1.145  -0.846
C: 0.456 0.323 -0.664  -0.318
S: 1.357 -2.335 0.313  -0.031
H: 1.100 3.987 -0.329  0.251
O: 3.661 0.425 0.610  -0.561
H: 2.537 -1.248 -1.825  0.380
C: -1.679 1.011 0.492  -0.207
H: 0.380 -0.426 2.268  0.220
H: 1.159 1.109 1.965  0.232
H: 4.051 -0.805 -1.737  0.395
C: 0.822 1.732 -0.514  -0.030
C: 2.911 -0.301 0.006  0.653
C: 1.208 0.004 1.866  -0.642
C: -3.658 -0.360 0.135  -0.219

---

The relative energies come out as w 0.0; x 19.6, with values in kcal/mol.